ORCA calculation (the ωB97M-V functional and the def2-TZVPD basis) on the molecule C2H6N4S.

Positions of all 13 atoms, in Å:
H: 1.76 -2.56 -1.55
N: 0.97 -2.20 -1.12
C: 1.11 -0.92 -1.21
N: 0.26 -0.06 -0.42
C: -0.68 -0.44 0.55
S: -0.66 -1.96 1.23
N: -1.51 0.66 1.04
N: -0.88 1.98 0.78
H: 2.19 -0.51 -1.65
H: 0.52 0.98 -0.57
H: -1.86 0.71 2.04
H: -1.34 2.15 -0.09
H: 0.11 2.16 0.97

- E: -18963.9241 eV
- Max |F|: 3.479 eV/Å
- Energy relative to the best compared isomer or geometry (same formula, charge and spin): 301.1 kJ/mol
- M: 118.16 Da